13
Properties=species:S:1:pos:R:3 method="wB97M-V/def2-TZVPD" charge=+1 spin_multiplicity=1 e_lumo_ev=-6.17 mol_weight_g_mol=81.16 total_energy_ev=-15093.178 fmax_ev_per_a=2.88
O -0.43909 -2.52077 1.37116
H -1.12729 -2.53241 2.03632
H 3.26686 -4.13173 2.27825
H 0.34574 -2.65305 1.92878
C 0.18489 2.65490 -0.92429
C 0.49303 1.25688 -0.68175
S -0.58526 0.07978 -0.41776
H 1.04327 3.05056 -1.47728
H -0.73205 2.91604 -1.44749
H 0.14743 3.16838 0.05259
H 3.68333 -4.44189 2.79182
H 1.51615 0.87653 -0.69235
H -0.24402 -1.13973 0.20633